1.
Molecular formula: C3H7N3OS
Method: DFT, ωB97M-V with the def2-TZVPD basis set

Its molar mass is 133.18 g mol⁻¹. The energy comes out at -20572.54565 eV. As for the charge: 0. The spin multiplicity is 1. Its orbital gap is 9.3 eV. As for the LUMO energy: 0.278 eV.

Each line ends with the natural charge from an NBO analysis.
Cartesian coordinates (Å):
C1 1.727 -1.097 0.345  -0.755
C2 0.494 -0.218 0.043  0.541
C3 -2.115 0.478 -0.637  0.208
H1 2.735 -0.846 -0.209  0.255
H2 2.092 -1.276 1.455  0.252
H3 1.422 -2.139 0.198  0.246
H4 -0.424 0.919 -1.513  0.376
H5 -2.588 1.470 -0.600  0.208
H6 -2.378 -1.359 0.294  0.359
H7 0.845 2.780 1.562  0.157
N1 -1.047 0.013 -1.559  -0.328
N2 -2.714 -0.365 0.148  -0.662
N3 0.454 1.018 0.205  -0.689
O1 -0.302 -0.960 -0.755  -0.350
S1 1.798 1.584 1.022  0.182

Cartesian forces, eV/Å:
C 1.722 -1.417 2.203
C 3.625 -3.101 -0.006
C -1.773 -4.232 1.263
H -2.373 -0.295 0.662
H -1.012 1.388 -1.786
H 0.242 0.196 -0.904
H -0.851 -2.140 -0.632
H 0.918 -0.114 -0.865
H -0.004 1.709 -1.010
H 2.737 -2.442 -1.005
N -0.307 2.748 1.578
N 0.700 1.036 -0.207
N -0.798 0.296 -0.203
O -0.662 2.257 -1.065
S -2.163 4.111 1.978



2.
Molecular formula: C20H23F3O2
Method: DFT, ωB97M-V with the def2-TZVPD basis set

Its molar mass is 352.40 g mol⁻¹. The energy comes out at -33359.44930 eV. As for the charge: 0. The spin multiplicity is 1. The SMILES is Fc1ccccc1.Fc1ccccc1.Fc1ccccc1.CO.CO. Its orbital gap is 9.5 eV. As for the LUMO energy: 0.498 eV.

Each line ends with the natural charge from an NBO analysis.
Cartesian coordinates (Å):
F1 -4.361 -4.851 1.297  -0.330
C1 -3.047 -5.151 1.399  0.397
C2 -2.680 -6.469 1.520  -0.290
C3 -1.338 -6.789 1.619  -0.194
C4 -0.396 -5.774 1.591  -0.230
C5 -0.782 -4.446 1.460  -0.193
C6 -2.123 -4.127 1.361  -0.285
H1 -3.463 -7.219 1.518  0.227
H2 -1.043 -7.824 1.709  0.215
H3 0.659 -6.014 1.663  0.213
H4 -0.024 -3.676 1.373  0.239
H5 -2.452 -3.106 1.221  0.227
F2 -1.204 2.645 1.914  -0.327
C7 -1.156 3.991 1.950  0.403
C8 0.057 4.628 2.138  -0.294
C9 0.083 6.007 2.069  -0.189
C10 -1.095 6.739 1.885  -0.229
C11 -2.303 6.071 1.758  -0.189
C12 -2.336 4.690 1.791  -0.286
H6 0.964 4.064 2.312  0.226
H7 1.008 6.551 2.215  0.216
H8 -1.047 7.817 1.821  0.217
H9 -3.211 6.637 1.598  0.219
H10 -3.261 4.137 1.684  0.232
F3 -0.938 -0.807 -2.881  -0.326
C13 0.232 -0.663 -3.534  0.401
C14 1.412 -0.935 -2.873  -0.295
C15 2.607 -0.663 -3.526  -0.193
C16 2.606 -0.186 -4.828  -0.234
C17 1.403 0.066 -5.471  -0.193
C18 0.206 -0.160 -4.820  -0.287
H11 1.425 -1.186 -1.816  0.251
H12 3.550 -0.869 -3.036  0.211
H13 3.542 -0.022 -5.346  0.213
H14 1.426 0.419 -6.493  0.216
H15 -0.747 0.070 -5.279  0.229
C19 -0.273 -0.539 0.600  -0.250
O1 0.935 -1.249 0.707  -0.757
H16 -0.262 0.306 -0.095  0.161
H17 -1.035 -1.255 0.292  0.178
H18 -0.592 -0.155 1.579  0.163
H19 1.640 -0.642 0.968  0.495
C20 2.695 1.958 0.814  -0.250
O2 2.991 0.611 1.151  -0.743
H20 3.258 2.306 -0.055  0.176
H21 1.630 2.077 0.636  0.190
H22 2.986 2.620 1.640  0.165
H23 3.851 0.369 0.801  0.482

Cartesian forces, eV/Å:
F 0.057 0.000 0.004
C -0.039 0.265 -0.025
C -0.496 -0.379 -0.016
C 0.011 0.140 0.023
C 0.421 -0.040 0.060
C 0.194 -0.202 -0.190
C -0.124 0.260 -0.091
H 0.129 -0.014 0.044
H 0.068 -0.037 0.010
H -0.076 -0.005 -0.020
H -0.079 0.088 0.121
H -0.046 -0.022 0.066
F 0.111 -0.067 0.126
C -0.105 0.189 0.039
C 0.106 -0.193 -0.170
C -0.417 0.680 0.267
C 0.439 -0.282 -0.071
C 0.106 0.333 -0.095
C -0.135 -0.390 -0.064
H -0.077 -0.096 -0.046
H 0.056 -0.140 -0.076
H -0.057 0.011 0.057
H -0.042 -0.079 0.067
H 0.030 0.029 -0.036
F -0.025 -0.149 0.009
C 0.094 0.293 0.061
C 0.233 0.516 0.486
C 0.008 -0.281 -0.251
C 0.124 -0.082 -0.018
C 0.313 -0.076 -0.174
C -0.353 -0.033 -0.021
H -0.232 -0.324 -0.134
H -0.041 0.064 0.097
H -0.013 0.046 0.016
H -0.159 0.087 0.031
H 0.030 -0.067 -0.015
C -0.599 0.011 0.652
O 0.261 -0.222 -0.275
H 0.168 -0.144 -0.158
H 0.002 0.108 -0.226
H 0.045 0.059 -0.086
H 0.059 0.076 0.001
C 0.527 0.597 0.299
O -0.108 -0.099 -0.066
H -0.177 -0.180 -0.148
H -0.064 -0.174 -0.062
H -0.144 -0.107 -0.021
H 0.016 0.031 0.021